Record 1
ORCA calculation (the ωB97M-V functional and the def2-TZVPD basis) on a 2-piece molecular cluster, C3H10NO2S2 overall.

Multiplicity: 1
Energy above the lowest of the compared OMol25 structures with the same formula, charge and spin, eV: 1.072
HOMO-LUMO gap, Ha: 0.3442
Strongest force on any atom, eV/Å: 1.90
Total charge: +1

Bonds (Å) are listed after each position.
CARTESIAN COORDINATES (ANGSTROEM)
1 N 0.3279 1.4561 -0.2641  C2 1.532, H8 1.039, H9 1.017, H10 1.024
2 C -0.1438 0.3619 0.6989  N1 1.532, C3 1.505, C5 1.545, H11 1.091
3 C 0.4338 -0.8996 0.1156  C2 1.505, O4 1.203, H12 1.095
4 O 0.7229 -0.9393 -1.0510  C3 1.203
5 C -1.6642 0.4313 0.9635  C2 1.545, S6 1.884, H13 1.094, H14 1.089
6 S -2.5896 -1.1154 1.5110  C5 1.884, S7 2.063
7 S -2.2016 -2.5562 0.0864  S6 2.063, H15 1.305
8 H 0.7341 1.0378 -1.1243  N1 1.039
9 H -0.4741 2.0239 -0.5265  N1 1.017
10 H 1.1043 2.0791 -0.0222  N1 1.024
11 H 0.2987 0.7148 1.6317  C2 1.091
12 H 0.5264 -1.7835 0.7557  C3 1.095
13 H -1.8416 0.9129 1.9291  C5 1.094
14 H -2.2786 0.9162 0.2065  C5 1.089
15 H -3.3592 -2.3929 -0.4937  S7 1.305
16 H 3.8534 0.5108 -1.8236  O18 0.988
17 H 3.3751 -0.8509 -1.3541  O18 0.972
18 O 3.1759 0.0930 -1.2389  H16 0.988, H17 0.972

***

Record 2
ORCA calculation (the ωB97M-V functional and the def2-TZVPD basis) on one molecule with the formula C6H13NO.

Multiplicity: 1
Energy above the lowest of the compared OMol25 structures with the same formula, charge and spin, eV: 1.671
SMILES: C=N[C@@H](O)C(C)(C)C
HOMO-LUMO gap, Ha: 0.3787
Strongest force on any atom, eV/Å: 1.63
Total charge: 0

Bonds (Å) are listed after each position.
CARTESIAN COORDINATES (ANGSTROEM)
1 C 1.0657 0.8596 0.9439  H4 1.095, H5 1.095, H6 1.096, C11 1.540
2 C 1.5351 -2.0042 -0.6172  N3 1.279, H7 1.099, H8 1.102
3 N 1.3867 -0.9019 -1.2486  C2 1.279, C12 1.463
4 H 1.7313 1.4908 0.3457  C1 1.095
5 H 1.6242 -0.0295 1.2542  C1 1.095
6 H 0.8192 1.4092 1.8599  C1 1.096
7 H 0.7515 -2.4863 -0.0152  C2 1.099
8 H 2.5077 -2.5198 -0.6562  C2 1.102
9 C -1.1185 -0.3681 1.0640  C11 1.542, H17 1.097, H18 1.093, H19 1.096
10 C -0.9682 1.8068 -0.1315  C11 1.547, H16 1.095, H20 1.096, H21 1.097
11 C -0.2091 0.4905 0.1617  C1 1.540, C9 1.542, C10 1.547, C12 1.567
12 C 0.1008 -0.2059 -1.2072  N3 1.463, C11 1.567, O13 1.422, H15 1.097
13 O -1.0225 -0.9478 -1.6643  C12 1.422, H14 0.967
14 H -0.8634 -1.8710 -1.4246  O13 0.967
15 H 0.2113 0.5892 -1.9546  C12 1.097
16 H -1.8904 1.6203 -0.6925  C10 1.095
17 H -1.3361 0.1486 2.0063  C9 1.097
18 H -0.6542 -1.3250 1.3166  C9 1.093
19 H -2.0832 -0.5748 0.5866  C9 1.096
20 H -1.2383 2.3261 0.7951  C10 1.096
21 H -0.3497 2.4933 -0.7219  C10 1.097

***

Record 3
ORCA calculation (the ωB97M-V functional and the def2-TZVPD basis) on a 2-piece molecular cluster, C4H8N2 overall.

Multiplicity: 1
Energy above the lowest of the compared OMol25 structures with the same formula, charge and spin, eV: 6.700
HOMO-LUMO gap (alpha / beta), Ha: 0.2676 / 0.2677
Strongest force on any atom, eV/Å: 5.36
Total charge: 0

Bonds (Å) are listed after each position.
CARTESIAN COORDINATES (ANGSTROEM)
1 C -1.7612 -0.3472 -2.4435  N5 1.241, H7 1.010, H8 1.058
2 C 0.5146 0.4946 0.5169  C3 1.380, C4 1.481
3 C 1.8396 0.3800 0.8838  C2 1.380, H9 1.173, H10 1.150, H11 1.066
4 C -0.5289 -0.0680 1.4038  C2 1.481, H12 1.184, H13 1.041, H14 1.098
5 N -0.6852 -0.3154 -1.8259  C1 1.241, N6 1.153
6 N 0.3319 -0.4256 -1.2943  N5 1.153
7 H -1.9814 -1.1755 -2.9786  C1 1.010
8 H -2.2155 0.6017 -2.5573  C1 1.058
9 H 2.5544 0.1933 -0.0268  C3 1.173
10 H 2.1840 -0.1408 1.8501  C3 1.150
11 H 2.2435 1.2901 1.2642  C3 1.066
12 H -0.8308 0.7064 2.2471  C4 1.184
13 H -1.3995 -0.2996 0.8822  C4 1.041
14 H -0.2655 -0.8939 2.0782  C4 1.098

***

Record 4
ORCA calculation (the ωB97M-V functional and the def2-TZVPD basis) on a 2-piece molecular cluster, C29H49BF5N5O3 overall.

Multiplicity: 1
Energy above the lowest of the compared OMol25 structures with the same formula, charge and spin, eV: 1.349
HOMO-LUMO gap, Ha: 0.3111
Strongest force on any atom, eV/Å: 2.75
Total charge: 0

Bonds (Å) are listed after each position.
CARTESIAN COORDINATES (ANGSTROEM)
1 C -4.2207 0.8356 4.1716  C2 1.539, H39 1.094, H40 1.094, H41 1.091
2 C -3.3011 2.0150 3.8100  C1 1.539, C3 1.538, H42 1.093, H43 1.096
3 C -4.0560 3.1244 3.0585  C2 1.538, C4 1.549, H44 1.093, H45 1.092
4 C -3.0886 4.0792 2.3154  C3 1.549, C5 1.561, H46 1.095, H47 1.089
5 C -3.6299 4.5201 0.9194  C4 1.561, C6 1.555, H48 1.093, H49 1.092
6 C -2.4576 4.7035 -0.0855  C5 1.555, C7 1.562, H50 1.092, H51 1.093
7 C -2.5224 3.7641 -1.3320  C6 1.562, C8 1.535, H52 1.092, H53 1.088
8 C -1.2119 2.9814 -1.4971  C7 1.535, N9 1.480, H54 1.089, H55 1.092
9 N -1.1655 1.6537 -0.8446  C8 1.480, C10 1.336, C36 1.462
10 C -0.1563 0.8010 -1.0439  N9 1.336, N11 1.328, N30 1.367
11 N -0.0931 -0.4419 -0.5791  C10 1.328, C12 1.307
12 C 1.0222 -1.0336 -0.9187  N11 1.307, C13 1.472, N24 1.360
13 C 1.4316 -2.4051 -0.5774  C12 1.472, C14 1.540, H56 1.088, H57 1.098
14 C 0.8632 -2.7252 0.8177  C13 1.540, C15 1.547, O16 1.411, H58 1.094
15 C 1.3934 -1.7155 1.8632  C14 1.547, H59 1.094, H60 1.092, H61 1.091
16 O 1.2956 -4.0100 1.2088  C14 1.411, C17 1.418
17 C 0.2412 -4.9517 1.3194  O16 1.418, C18 1.524, H62 1.091, H63 1.097
18 C -0.1292 -5.4243 -0.0810  C17 1.524, C19 1.373, C23 1.369
19 C 0.8276 -6.1421 -0.7554  C18 1.373, C20 1.371, H64 1.083
20 C 0.5607 -6.5590 -2.0341  C19 1.371, C21 1.374, H65 1.083
21 C -0.6579 -6.2661 -2.5966  C20 1.374, C22 1.359, H66 1.085
22 C -1.5988 -5.5456 -1.9304  C21 1.359, C23 1.379, H67 1.084
23 C -1.3361 -5.1145 -0.6472  C18 1.369, C22 1.379, H68 1.084
24 N 1.7309 -0.1292 -1.6466  C12 1.360, C25 1.460, N30 1.348
25 C 3.0522 -0.4986 -2.1451  N24 1.460, O26 1.413, H69 1.091, H70 1.087
26 O 3.0142 -1.5158 -3.1252  C25 1.413, C27 1.407
27 C 2.7881 -1.0236 -4.4238  O26 1.407, C28 1.523, O29 1.208
28 C 1.3777 -0.5558 -4.7555  C27 1.523, H71 1.089, H72 1.090, H73 1.089
29 O 3.6938 -1.0195 -5.2227  C27 1.208
30 N 1.0033 1.0012 -1.7402  C10 1.367, N24 1.348, C31 1.459
31 C 1.5720 2.1551 -2.4274  N30 1.459, C32 1.572, H74 1.083, H75 1.087
32 C 2.2171 3.1279 -1.3740  C31 1.572, C33 1.549, H76 1.090, H77 1.093
33 C 3.7394 2.8863 -1.2204  C32 1.549, C34 1.542, H78 1.091, H79 1.096
34 C 4.0432 2.0263 0.0225  C33 1.542, N35 1.480, H80 1.089, H81 1.100
35 N 3.8481 2.8745 1.2201  C34 1.480, H82 1.009, H83 1.010
36 C -2.2984 1.2856 0.0027  N9 1.462, C37 1.544, F38 1.377, H84 1.088
37 C -3.4266 0.6164 -0.8110  C36 1.544, H85 1.087, H86 1.090, H87 1.095
38 F -1.9558 0.3940 0.9948  C36 1.377
39 H -4.7375 0.9922 5.1228  C1 1.094
40 H -5.0045 0.6919 3.4215  C1 1.094
41 H -3.6696 -0.1008 4.2702  C1 1.091
42 H -2.8305 2.3860 4.7237  C2 1.093
43 H -2.4970 1.5917 3.1975  C2 1.096
44 H -4.5721 3.7120 3.8220  C3 1.093
45 H -4.7335 2.6311 2.3589  C3 1.092
46 H -2.1899 3.4872 2.1140  C4 1.095
47 H -2.8587 4.9780 2.8851  C4 1.089
48 H -4.3732 3.8184 0.5313  C5 1.093
49 H -4.1424 5.4755 1.0512  C5 1.092
50 H -1.4987 4.6291 0.4313  C6 1.092
51 H -2.5015 5.7373 -0.4391  C6 1.093
52 H -2.5858 4.4326 -2.1926  C7 1.092
53 H -3.4286 3.1618 -1.3479  C7 1.088
54 H -0.3908 3.5907 -1.1221  C8 1.089
55 H -1.1198 2.7819 -2.5672  C8 1.092
56 H 2.5073 -2.5630 -0.6093  C13 1.088
57 H 0.9664 -3.0990 -1.2892  C13 1.098
58 H -0.2278 -2.6486 0.8509  C14 1.094
59 H 2.4417 -1.4753 1.6650  C15 1.094
60 H 1.3815 -2.2509 2.8153  C15 1.092
61 H 0.7461 -0.8411 1.9445  C15 1.091
62 H 0.6255 -5.7860 1.9077  C17 1.091
63 H -0.6308 -4.5609 1.8579  C17 1.097
64 H 1.7705 -6.3424 -0.2627  C19 1.083
65 H 1.3299 -7.1290 -2.5407  C20 1.083
66 H -0.8469 -6.6327 -3.5999  C21 1.085
67 H -2.5535 -5.3226 -2.3922  C22 1.084
68 H -2.0284 -4.5250 -0.0564  C23 1.084
69 H 3.6537 0.3420 -2.4930  C25 1.091
70 H 3.5932 -0.9364 -1.3105  C25 1.087
71 H 1.4511 0.4757 -5.0967  C28 1.089
72 H 0.7151 -0.6372 -3.8939  C28 1.090
73 H 0.9850 -1.2209 -5.5236  C28 1.089
74 H 0.8742 2.7209 -3.0323  C31 1.083
75 H 2.3872 1.8966 -3.0987  C31 1.087
76 H 1.7089 3.0468 -0.4134  C32 1.090
77 H 2.1034 4.1385 -1.7753  C32 1.093
78 H 4.2136 3.8541 -1.0511  C33 1.091
79 H 4.1856 2.4860 -2.1374  C33 1.096
80 H 5.0491 1.6089 0.0225  C34 1.089
81 H 3.3106 1.2095 0.1048  C34 1.100
82 H 2.8966 2.7822 1.5430  N35 1.009
83 H 4.5012 2.6203 1.9472  N35 1.010
84 H -2.6671 2.1328 0.5777  C36 1.088
85 H -3.4613 -0.4565 -0.6372  C37 1.087
86 H -4.3834 1.1163 -0.6614  C37 1.090
87 H -3.1862 0.7487 -1.8715  C37 1.095
88 B 3.4677 -3.3072 4.8746  F89 1.418, F90 1.416, F91 1.404, F92 1.406
89 F 2.0879 -3.6260 4.7956  B88 1.418
90 F 3.7486 -2.2956 3.9250  B88 1.416
91 F 3.7740 -2.8392 6.1627  B88 1.404
92 F 4.2344 -4.4486 4.5822  B88 1.406